Entry from OMol25: the ion C3H9BNO with charge +1 at a distorted geometry (wB97M-V/def2-TZVPD).

## Properties
Total charge   +1
Gap between HOMO and LUMO   10.76 eV
SMILES   BOC=[N+](C)C
HOMO energy   -15.5827 eV

Structure (XYZ):
```
15
Properties=species:S:1:pos:R:3:forces:R:3
B -0.1096 -1.7788 1.8050 -1.581 2.454 0.475
C -0.7632 -0.8005 -0.4381 2.733 -2.295 2.733
C -0.5385 1.3659 -1.3363 1.856 2.031 -1.257
C 1.1357 0.5223 0.2411 -0.755 -2.238 -1.582
N -0.0715 0.2755 -0.5740 -0.614 -2.198 1.476
O -0.4047 -1.8135 0.4560 -0.352 1.370 -2.877
H 0.5575 -2.5055 2.4019 0.375 -0.877 -0.206
H -0.6233 -0.7902 2.3092 0.420 -0.625 0.129
H -1.4342 -1.1259 -1.1684 -1.587 -0.091 -0.771
H -0.6730 2.1571 -0.5953 -0.533 0.247 -0.562
H -1.3500 1.1433 -1.9585 -1.677 -0.385 -0.275
H 0.2242 1.7011 -2.0877 -0.199 -0.247 0.945
H 1.2215 -0.4022 0.8556 0.773 1.659 -0.088
H 0.9566 1.4714 0.6376 0.314 1.171 1.544
H 1.8727 0.5800 -0.5482 0.829 0.026 0.314
```
Forces are in eV/Å.



Entry from OMol25: a structure of composition C63H78AsCrFN3O8PSi at a distorted geometry (wB97M-V/def2-TZVPD).

## Properties
Total charge   -1
Gap between HOMO and LUMO (alpha / beta)   6.54 / 6.76 eV
2S+1   4
HOMO energy (alpha / beta)   -4.7726 / -5.0065 eV

Structure (XYZ):
```
157
Properties=species:S:1:pos:R:3:forces:R:3
Cr -0.3377 1.0410 -1.0006 0.722 -1.087 -1.078
O -0.6675 2.8333 -1.4877 -0.891 2.751 0.028
C -1.2559 3.7868 -0.9561 0.311 -0.854 -0.629
C -2.1592 3.6602 0.1490 -0.041 -0.455 0.534
C -3.0436 4.6921 0.4307 -0.364 0.149 0.070
C -4.0812 4.5310 1.3444 1.334 -0.988 -0.500
C -4.2212 3.2985 2.0053 0.145 0.022 -0.133
C -3.3305 2.2888 1.7697 -0.263 -0.107 0.162
C -2.2457 2.4077 0.8596 0.565 -0.070 -0.402
O -1.4281 1.4280 0.6704 -0.799 0.947 0.101
N -5.0267 5.5492 1.5315 -1.296 1.464 0.209
O -5.9515 5.3602 2.3279 0.579 0.044 -0.409
O -4.9125 6.5945 0.8842 0.003 -0.581 0.377
H -1.1366 4.7829 -1.4020 0.027 -0.061 -0.076
H -2.9664 5.6251 -0.1091 0.001 0.068 -0.037
H -5.0589 3.1645 2.6733 -0.013 -0.061 0.024
H -3.4885 1.3190 2.2117 -0.003 -0.084 0.052
C 4.2254 1.2216 -4.5493 -0.340 0.218 -0.071
C 3.1857 2.1018 -5.2526 0.681 0.254 -0.377
C 3.0541 1.6649 -6.7159 -0.074 0.065 0.292
C 3.6033 3.5811 -5.1842 -0.150 -0.398 0.004
O 1.9648 2.0024 -4.5760 -0.208 0.176 0.068
Si 0.8073 0.8514 -4.3923 0.039 -0.170 0.239
O 0.5480 0.6195 -2.8572 -0.463 0.169 0.876
O -0.4822 1.2631 -5.3278 0.216 -0.155 -0.013
C -1.1966 2.4557 -5.5283 -0.543 0.633 -0.317
C -2.5601 2.0489 -6.1070 0.374 0.069 0.198
C -0.4427 3.3647 -6.5082 -0.117 -0.300 0.212
C -1.3776 3.1933 -4.2097 0.019 -0.364 -0.216
O 1.3545 -0.5271 -5.1423 0.227 0.192 0.080
C 0.7329 -1.5942 -5.8201 -0.071 -0.610 -0.442
C -0.1736 -1.1081 -6.9570 0.186 -0.016 0.274
C -0.0990 -2.4700 -4.8562 0.156 0.180 -0.164
C 1.8649 -2.4478 -6.4236 -0.303 0.319 0.169
H 5.1782 1.2287 -5.0752 0.088 -0.008 -0.068
H 3.8308 0.2108 -4.5099 0.069 -0.247 0.021
H 4.3738 1.5794 -3.5350 0.062 0.018 0.203
H 4.0085 1.7678 -7.2304 0.066 0.003 -0.061
H 2.3079 2.2730 -7.2208 -0.088 0.100 -0.094
H 2.7289 0.6297 -6.7447 0.030 -0.145 -0.105
H 4.6085 3.7231 -5.5770 0.107 -0.001 -0.060
H 3.5716 3.9191 -4.1513 0.024 0.019 0.132
H 2.9119 4.1895 -5.7643 -0.071 0.065 -0.050
H -2.4312 1.5670 -7.0750 0.017 -0.046 -0.099
H -3.2070 2.9150 -6.2254 -0.070 0.125 -0.040
H -3.0316 1.3457 -5.4247 -0.104 -0.051 0.051
H -0.3165 2.8797 -7.4743 0.026 -0.096 -0.105
H 0.5346 3.5865 -6.0900 0.157 0.094 -0.012
H -0.9899 4.2941 -6.6496 -0.062 0.122 -0.045
H -1.9086 2.5495 -3.5151 -0.090 -0.013 0.074
H -1.9271 4.1218 -4.3395 -0.090 0.169 -0.080
H -0.3966 3.4008 -3.7930 0.112 0.151 0.110
H -0.9489 -0.4738 -6.5405 -0.124 -0.041 -0.139
H -0.6202 -1.9631 -7.4634 -0.014 -0.091 -0.054
H 0.4023 -0.5265 -7.6739 0.045 0.097 -0.115
H -1.1624 -2.3192 -5.0139 -0.161 0.013 0.066
H 0.1301 -2.1986 -3.8314 0.006 -0.049 0.139
H 0.1196 -3.5259 -5.0079 -0.039 -0.091 0.027
H 2.3998 -1.8837 -7.1844 0.119 0.102 -0.034
H 1.4475 -3.3395 -6.8874 -0.004 -0.100 -0.047
H 2.5637 -2.7403 -5.6434 0.104 -0.071 0.107
C 3.6838 3.2333 0.7440 0.207 0.140 0.101
C 3.6852 2.6818 -0.5272 0.146 0.041 -0.161
C 2.5273 2.1251 -1.0495 0.216 0.060 -0.054
C 1.3543 2.0748 -0.3090 -0.333 -0.601 0.198
C 1.3556 2.6802 0.9428 0.170 0.201 0.109
C 2.5052 3.2504 1.4713 -0.099 0.133 0.164
H 4.5876 3.6688 1.1522 0.034 0.011 0.029
H 4.5946 2.6860 -1.1183 0.071 0.033 -0.016
H 2.5301 1.7194 -2.0508 0.027 -0.139 -0.089
H 0.4542 2.6962 1.5470 -0.058 -0.069 0.057
H 2.4680 3.7088 2.4526 0.080 0.012 0.085
C -0.0110 -2.0252 3.1518 -0.019 0.324 -0.141
C -0.6768 -2.6359 4.3745 0.185 -0.186 -0.013
As -0.5246 -1.5568 6.0300 -0.096 -0.522 0.201
C -0.9749 -3.0689 7.2227 -0.094 0.231 -0.041
C -0.1405 -4.1434 7.4988 0.207 0.052 -0.146
C -0.5678 -5.1797 8.3099 0.043 -0.111 0.039
C -1.8367 -5.1527 8.8636 -0.007 -0.074 0.082
C -2.6760 -4.0839 8.6048 -0.141 -0.082 0.074
C -2.2447 -3.0520 7.7923 0.044 0.300 -0.207
C 1.4202 -1.5943 6.2679 -0.059 0.120 0.053
C 2.2955 -2.4861 5.6647 -0.157 -0.189 -0.192
C 3.6615 -2.3913 5.8708 0.151 -0.036 -0.009
C 4.1735 -1.3999 6.6911 0.104 -0.054 -0.038
C 3.3121 -0.5081 7.3062 0.084 0.087 0.136
C 1.9501 -0.6082 7.0950 -0.293 0.003 0.032
P -0.6774 -0.4426 2.3607 0.095 -0.997 0.906
C -0.5526 0.6741 3.8114 -0.040 0.160 -0.279
C 0.7540 0.9257 4.2391 -0.070 0.046 -0.103
C 1.0257 1.8956 5.1844 0.065 0.081 0.032
C -0.0030 2.6657 5.7035 0.017 0.028 0.104
C -1.3007 2.4419 5.2763 -0.086 0.089 0.038
C -1.5742 1.4533 4.3466 0.009 0.051 -0.065
C -2.4044 -1.0442 2.2506 0.247 0.232 -0.096
C -3.3192 -1.2256 3.2830 -0.033 0.114 0.041
C -4.5380 -1.8316 3.0236 -0.097 0.018 0.186
C -4.8538 -2.2569 1.7436 -0.038 -0.047 -0.065
C -3.9528 -2.0690 0.7086 -0.125 -0.166 -0.008
C -2.7357 -1.4687 0.9659 0.094 0.083 0.045
H -0.0406 -2.7523 2.3307 0.078 0.035 -0.007
H 1.0421 -1.8298 3.3673 0.082 -0.032 -0.087
H -0.2441 -3.6270 4.5657 -0.060 0.113 0.112
H -1.7420 -2.7966 4.1901 0.105 0.003 0.139
H 0.8600 -4.1700 7.0825 -0.009 -0.022 0.005
H 0.0888 -6.0154 8.5096 0.064 -0.035 0.024
H -2.1645 -5.9585 9.5035 -0.047 -0.085 0.046
H -3.6661 -4.0582 9.0361 -0.092 0.021 0.040
H -2.8943 -2.2057 7.5876 -0.039 -0.065 0.063
H 1.9176 -3.2682 5.0161 -0.015 0.009 -0.016
H 4.3286 -3.0914 5.3860 0.030 -0.038 -0.026
H 5.2400 -1.3236 6.8472 0.076 0.019 0.007
H 3.7057 0.2707 7.9447 0.010 0.048 0.048
H 1.2671 0.0957 7.5595 0.098 0.046 0.006
H 1.5732 0.3711 3.8016 0.111 -0.053 0.005
H 2.0463 2.0618 5.5017 0.055 0.020 0.000
H 0.2062 3.4468 6.4225 0.017 0.018 0.030
H -2.1092 3.0581 5.6485 -0.026 -0.008 0.058
H -2.5935 1.3271 4.0225 -0.033 -0.111 0.021
H -3.0848 -0.8986 4.2912 0.003 -0.014 -0.047
H -5.2411 -1.9824 3.8314 -0.070 0.004 0.050
H -5.8016 -2.7376 1.5519 -0.122 -0.018 -0.011
H -4.2017 -2.3854 -0.2939 0.003 0.021 -0.100
H -2.0263 -1.2978 0.1661 -0.056 -0.005 -0.081
F -5.7696 -0.9978 -3.6378 0.108 0.048 0.081
C -4.6164 -0.5147 -3.0826 0.017 -0.021 -0.068
C -3.4105 -0.7730 -3.7020 -0.296 -0.159 -0.102
C -2.2480 -0.2884 -3.1201 -0.260 -0.016 -0.004
C -2.2409 0.4514 -1.9396 0.700 -0.093 0.557
C -3.4943 0.7096 -1.3845 -0.064 -0.105 -0.150
C -4.6783 0.2316 -1.9259 -0.285 0.029 -0.173
H -3.3897 -1.3359 -4.6269 -0.043 -0.049 -0.058
H -1.3180 -0.4594 -3.6306 0.072 -0.146 0.026
H -3.5915 1.2974 -0.4874 -0.080 -0.099 0.081
H -5.6274 0.4392 -1.4512 -0.134 -0.020 -0.044
C 3.2286 -3.7541 1.1817 0.136 0.093 -0.212
C 3.6395 -2.7917 0.0635 0.021 -0.119 0.383
N 2.5069 -2.2158 -0.6341 0.000 0.279 -0.130
C 2.2950 -2.6535 -1.9968 -0.279 -0.237 -0.237
C 1.6510 -4.0348 -2.0821 0.120 0.196 -0.031
C 1.7700 -1.1927 -0.1099 0.008 -0.002 0.260
C 2.3859 -0.4436 1.0297 -0.108 0.142 0.027
N 0.6089 -0.8394 -0.5485 -0.387 -0.160 -0.383
H 4.1076 -4.2672 1.5672 0.079 -0.066 0.102
H 2.5311 -4.4972 0.8028 -0.054 -0.088 -0.040
H 2.7467 -3.2327 2.0038 -0.083 0.068 0.102
H 4.2260 -3.3481 -0.6695 -0.010 0.103 -0.042
H 4.2851 -2.0064 0.4668 0.006 -0.049 -0.074
H 3.2640 -2.6696 -2.5076 -0.044 0.068 0.003
H 1.6859 -1.9032 -2.5046 0.121 0.013 -0.015
H 2.3409 -4.8018 -1.7312 -0.009 -0.100 0.055
H 1.3820 -4.2565 -3.1107 -0.013 -0.103 -0.109
H 0.7506 -4.0708 -1.4716 -0.107 -0.029 0.029
H 3.2278 0.1391 0.6582 0.098 0.072 0.013
H 2.7376 -1.0988 1.8208 0.022 -0.143 0.070
H 1.6465 0.2414 1.4291 0.158 -0.045 -0.023
H 0.2530 -1.4463 -1.2878 0.209 0.099 0.011
```
Forces are in eV/Å.



Entry from OMol25: a cluster of 2 separate species, C3H2NO3 in total at a distorted geometry (wB97M-V/def2-TZVPD).

## Properties
Total charge   -1
Gap between HOMO and LUMO (alpha / beta)   6.82 / 6.82 eV
HOMO energy (alpha / beta)   -2.9220 / -2.9228 eV

Structure (XYZ):
```
9
Properties=species:S:1:pos:R:3:forces:R:3
C 0.0443 0.3176 -0.1202 0.546 0.350 1.188
C 1.3408 0.6215 -0.0229 -0.890 1.040 -1.306
C 2.2707 -1.3047 -0.0133 -0.028 -1.076 0.842
N 2.1692 1.5504 -0.2984 -0.609 -0.765 0.211
O 2.5587 -1.4471 1.1330 -0.037 0.669 -0.905
O 2.1217 -1.6955 -1.1160 0.168 0.208 -0.181
O 3.3154 1.6959 0.1453 1.794 0.625 0.661
H -0.7418 0.5469 0.5337 -0.849 1.746 1.294
H -0.3125 -0.5416 -0.5333 -0.095 -2.797 -1.804
```
Forces are in eV/Å.



Entry from OMol25: a cluster of 2 separate species, C13H25NOP in total at a distorted geometry (wB97M-V/def2-TZVPD).

## Properties
Total charge   +1
Gap between HOMO and LUMO   8.43 eV
HOMO energy   -11.4739 eV

Structure (XYZ):
```
41
Properties=species:S:1:pos:R:3:forces:R:3
C -1.1971 -1.9827 -0.5388 0.002 -0.851 0.411
C 0.0033 -2.8871 -0.1552 0.374 0.961 -0.045
C 1.3875 -2.3026 -0.6196 -1.149 -0.480 -0.213
C 1.4471 -2.3226 -2.1724 -0.317 -1.043 1.267
O 2.3764 -1.3855 -2.7676 0.124 -0.479 -0.279
N 2.2651 -0.0850 -2.2983 0.921 1.859 -0.290
P 0.6091 0.6577 -2.3747 -3.221 -0.041 0.574
C 0.3932 1.5532 -3.9929 0.677 0.388 0.374
C 0.6784 2.0028 -1.0755 1.307 0.993 -0.915
C 1.8903 3.0001 -1.3120 -0.411 -0.838 -0.098
H -1.3454 -1.8493 -1.6170 0.159 0.111 0.289
H -1.0852 -1.0173 -0.0262 -0.119 -0.121 -0.329
H -2.1106 -2.4652 -0.1557 0.232 0.284 -0.107
H 0.0387 -2.8968 0.9458 -0.011 -0.334 -0.361
H -0.0977 -3.9173 -0.5203 -0.099 0.238 0.092
H 1.4370 -1.2918 -0.1786 0.191 -0.252 -0.200
H 2.1539 -2.9547 -0.1779 0.104 0.538 -0.250
H 1.8330 -3.3140 -2.4502 0.250 0.545 -0.222
H 0.4425 -2.2846 -2.6135 0.392 0.600 0.026
H 2.8725 0.4757 -2.9109 0.195 -0.502 -0.024
H 2.6713 0.0439 -1.3591 -0.187 -0.443 -0.021
H 1.3102 1.9989 -4.4099 -0.310 -0.232 -0.051
H -0.1351 0.9189 -4.7149 0.466 -0.009 0.224
H -0.2868 2.3968 -3.7785 0.243 -0.321 0.151
H 0.6551 1.6050 -0.0529 0.085 -0.176 -0.385
H -0.2335 2.6084 -1.1999 -0.010 -0.631 -0.021
H 2.2826 3.3720 -0.3592 0.012 -0.028 -0.364
H 1.5957 3.8387 -1.9545 0.003 -0.175 0.306
H 2.6763 2.4660 -1.8777 0.079 0.451 0.494
C -2.7696 0.4181 5.0744 0.048 0.010 -0.057
C -3.1979 -0.2706 3.9465 0.023 0.025 0.008
C -2.4749 -0.1841 2.7640 0.057 0.006 -0.022
C -1.3184 0.5845 2.7126 -0.070 -0.025 0.100
C -0.8878 1.2705 3.8413 0.008 -0.004 -0.037
C -1.6157 1.1905 5.0213 -0.025 -0.037 -0.033
H -3.3348 0.3531 5.9951 0.008 0.001 -0.014
H -4.0955 -0.8742 3.9891 0.009 0.019 -0.004
H -2.8123 -0.7156 1.8824 -0.012 -0.002 0.020
H -0.7516 0.6487 1.7901 -0.006 0.003 -0.004
H 0.0146 1.8685 3.8016 -0.019 0.002 0.020
H -1.2838 1.7288 5.8997 0.000 -0.011 -0.011
```
Forces are in eV/Å.